130
Properties=species:S:1:pos:R:3 method="wB97M-V/def2-TZVPD" gap_ev=10.708 e_tot_ev=-103878.3823 homo_energy_ev=-10.7196 fmax_ha_per_bohr=0.0569
C 15.5074 -12.3835 -15.1268
C 16.0697 -11.2309 -15.8796
C 15.9146 -9.8570 -15.2553
O 17.2281 -9.3115 -15.2175
C 18.1207 -10.2768 -15.5377
O 19.3065 -10.2070 -15.4061
O 17.5126 -11.4288 -15.8847
H 16.0283 -13.3284 -15.2044
H 14.4248 -12.5055 -15.2318
H 15.4962 -12.2059 -14.0423
H 15.8851 -11.1160 -16.9490
H 15.4845 -9.9886 -14.2575
H 15.2160 -9.2397 -15.8119
C 18.7636 -11.9437 -19.1376
C 19.4230 -13.2643 -19.6048
C 18.3070 -14.4272 -19.6800
O 18.4435 -14.8093 -21.0531
C 19.3802 -14.1307 -21.6828
O 19.8261 -14.4112 -22.7581
O 19.7169 -13.0489 -20.9680
H 18.2988 -12.0865 -18.1646
H 18.1073 -11.6585 -19.9579
H 19.5033 -11.1460 -19.0462
H 20.2968 -13.4978 -18.9970
H 17.3448 -13.9647 -19.4745
H 18.5039 -15.1670 -18.9082
C 12.4136 -15.7194 -20.5660
C 13.3776 -14.6646 -20.0083
C 12.7234 -13.6142 -19.0977
O 13.5111 -13.6377 -17.9266
C 14.5271 -14.5038 -18.0490
O 15.4702 -14.5908 -17.3436
O 14.2292 -15.3578 -19.0824
H 11.8123 -15.2096 -21.3278
H 11.6917 -16.2479 -19.9450
H 13.0078 -16.4754 -21.0798
H 13.9958 -14.3160 -20.8371
H 11.6994 -13.9532 -18.9480
H 12.8295 -12.6089 -19.5048
C 17.6776 -6.9207 -12.6475
C 17.7072 -5.4145 -12.3338
C 18.7938 -4.8517 -11.3851
O 19.2674 -3.7054 -12.1161
C 18.7931 -3.6974 -13.3517
O 19.0800 -2.9066 -14.2037
O 18.0782 -4.8184 -13.5756
H 18.5580 -7.3868 -12.2056
H 17.3996 -7.1389 -13.6703
H 16.8816 -7.3015 -11.9946
H 16.7310 -5.0546 -11.9973
H 19.6709 -5.5028 -11.2779
H 18.5956 -4.5362 -10.3627
C 16.6966 -15.5010 -13.4785
C 16.0811 -16.2129 -12.2952
C 17.0795 -16.7397 -11.2648
O 16.5816 -16.3169 -9.9855
C 15.5690 -15.4530 -10.2044
O 14.9294 -14.9815 -9.3202
O 15.4377 -15.1789 -11.5052
H 17.2332 -16.1601 -14.1655
H 17.4433 -14.7775 -13.1443
H 15.9532 -14.9799 -14.0750
H 15.3595 -17.0098 -12.4729
H 18.1222 -16.5724 -11.5319
H 16.9274 -17.8202 -11.2020
C 14.1525 -6.5983 -15.1356
C 12.8654 -6.0564 -14.6223
C 12.2517 -6.7436 -13.3826
O 12.6498 -5.8577 -12.3345
C 12.9835 -4.6307 -12.8048
O 13.3525 -3.6772 -12.2239
O 13.1037 -4.7162 -14.1813
H 14.1306 -7.5054 -15.7556
H 14.8315 -7.0007 -14.3769
H 14.5868 -5.9052 -15.8556
H 12.1372 -5.9496 -15.4279
H 12.7583 -7.6725 -13.1238
H 11.1759 -6.8987 -13.4147
C 19.4375 -6.8635 -16.2131
C 20.5082 -6.3154 -17.1360
C 20.9357 -7.2456 -18.3128
O 20.5808 -6.5335 -19.4793
C 20.1801 -5.2850 -19.1883
O 19.9355 -4.4347 -19.9767
O 20.0286 -5.1589 -17.8498
H 19.0384 -6.0924 -15.5514
H 19.8455 -7.5891 -15.5090
H 18.6171 -7.2791 -16.7967
H 21.4321 -6.0307 -16.6360
H 20.3599 -8.1711 -18.2537
H 21.9781 -7.5315 -18.1918
C 15.6022 -5.1711 -18.8510
C 15.8424 -6.4363 -19.7056
C 17.1862 -7.1637 -19.3783
O 16.7885 -8.3425 -18.7220
C 15.4689 -8.4842 -18.7255
O 14.9124 -9.4401 -18.2683
O 14.8768 -7.4075 -19.2704
H 15.8078 -5.4539 -17.8192
H 14.5418 -4.9921 -19.0214
H 16.2671 -4.3658 -19.1519
H 15.7359 -6.2132 -20.7647
H 17.8108 -6.5653 -18.7178
H 17.6750 -7.3738 -20.3297
C 21.4570 -11.3383 -11.5784
C 20.2829 -12.0245 -10.9140
C 19.5820 -11.2643 -9.8006
O 18.2677 -10.9726 -10.2192
C 18.0691 -11.6150 -11.4040
O 17.0043 -11.7487 -11.9269
O 19.1810 -12.1865 -11.8623
H 21.8218 -11.8257 -12.4750
H 22.2007 -11.0308 -10.8375
H 21.1627 -10.3119 -11.8407
H 20.5164 -13.0544 -10.6416
H 20.2647 -10.4653 -9.4928
H 19.4595 -11.8721 -8.8975
C 20.0384 -13.9304 -15.6045
C 20.5464 -15.3585 -15.5168
C 20.7104 -15.9175 -14.1251
O 20.1532 -17.2190 -14.2421
C 19.4590 -17.3445 -15.3771
O 18.8331 -18.3160 -15.6461
O 19.5521 -16.2196 -16.1210
H 20.8480 -13.2758 -15.2672
H 19.0161 -13.6940 -15.3095
H 19.9625 -13.5187 -16.6219
H 21.4318 -15.4525 -16.1474
H 20.3697 -15.2854 -13.3044
H 21.7857 -16.0052 -13.9466